Molecular formula: C4H6NOS
Method: DFT, ωB97M-V with the def2-TZVPD basis set

The value obtained for the relative energy (zero: lowest compared OMol25 entry of this formula, charge and spin) is 418.6 kJ/mol. The value obtained for the total energy is -683.77010 hartree. As for the molar mass: 116.2 g mol⁻¹. Its HOMO energy (alpha / beta) is -14.517 / -14.517 eV. The total charge is +1. The calculation puts the largest force on an atom at 3.52 eV/Å.

```
13
Properties=species:S:1:pos:R:3:nbo_charge:R:1
C -1.6674 0.2852 -1.2030 0.1019
C -1.2273 0.0967 0.1998 -0.4417
C 0.2781 0.1745 0.1654 -0.4255
C 0.5654 -0.8659 -0.9255 -0.5205
N -2.7949 0.1993 -1.6972 0.3130
O -3.7972 0.5634 -2.1795 -0.0377
S -0.2807 -0.1245 -2.3649 0.4153
H -1.8601 0.7832 0.7742 0.2781
H -1.6701 -0.9353 0.3404 0.2639
H 0.3881 1.2387 -0.3100 0.2384
H 0.8882 0.0355 1.1184 0.2887
H 1.5866 -0.9815 -1.4141 0.2816
H 0.1504 -1.8423 -0.6196 0.2444
```